DFT (ωB97M-V/def2-TZVPD) results for C30H27ClLuO3PS as an isolated structure at a distorted geometry.

Cartesian coordinates (Å):
C1 -0.958 -1.787 2.388
C2 -0.881 -2.261 1.044
C3 0.502 -2.416 0.714
H1 -1.739 -2.515 0.429
C4 1.273 -2.044 1.858
C5 0.373 -1.663 2.894
H2 0.640 -1.430 3.922
H3 -1.873 -1.636 2.951
H4 0.893 -2.795 -0.228
H5 2.358 -2.072 1.954
Lu1 0.161 -0.003 1.125
Cl1 2.310 0.769 0.301
P1 0.202 -0.033 -2.492
C6 1.296 -1.107 -3.517
C7 0.869 -1.811 -4.656
H6 -0.176 -1.777 -4.968
C8 1.784 -2.558 -5.404
H7 1.440 -3.091 -6.292
C9 3.125 -2.621 -5.018
H8 3.835 -3.209 -5.603
C10 3.553 -1.932 -3.876
H9 4.602 -1.971 -3.580
C11 2.645 -1.193 -3.117
H10 2.966 -0.668 -2.214
C12 -1.434 -0.465 -3.212
C13 -2.064 -1.613 -2.690
H11 -1.565 -2.195 -1.911
C14 -3.305 -2.011 -3.181
H12 -3.788 -2.899 -2.772
C15 -3.929 -1.279 -4.200
H13 -4.901 -1.595 -4.584
C16 -3.304 -0.143 -4.723
H14 -3.777 0.429 -5.522
C17 -2.066 0.274 -4.223
H15 -1.595 1.170 -4.630
C18 0.513 1.603 -3.282
C19 1.221 1.784 -4.480
H16 1.657 0.930 -5.001
C20 1.368 3.067 -5.020
H17 1.907 3.192 -5.960
C21 0.831 4.176 -4.362
H18 0.952 5.176 -4.784
C22 0.141 4.001 -3.156
H19 -0.284 4.864 -2.641
C23 -0.010 2.728 -2.610
H20 -0.536 2.592 -1.662
C24 0.828 0.575 9.146
C25 0.299 0.800 7.753
C26 -0.369 -0.236 7.104
C27 -0.943 -0.039 5.852
C28 -0.815 1.211 5.238
C29 -0.085 2.244 5.841
C30 0.457 2.028 7.107
S1 -1.607 1.476 3.668
O1 -2.640 0.467 3.558
O2 -1.960 2.863 3.571
O3 -0.458 1.163 2.683
H21 0.024 0.289 9.840
H22 1.573 -0.232 9.177
H23 1.299 1.484 9.533
H24 -0.433 -1.211 7.596
H25 -1.479 -0.850 5.366
H26 0.053 3.196 5.336
H27 1.020 2.809 7.629

Its total charge is 0. For the total energy, the calculation gives -3820.51320 a.u. The HOMO-LUMO gap comes out at 8.548 eV. The value obtained for the HOMO energy is -8.75 eV. The value obtained for the LUMO energy is -0.2 eV.

Atomic partial charges in e from the Mulliken method, atoms 1 to 2: C -0.5213; C -0.7742



DFT (ωB97M-V/def2-TZVPD) results for a 2-piece molecular cluster, C30H27F2N4 overall at a distorted geometry.

Cartesian coordinates (Å):
F1 -4.654 2.099 3.137
C1 -3.503 1.408 2.852
C2 -3.482 0.032 3.074
C3 -2.287 -0.636 2.862
C4 -1.094 0.041 2.468
C5 0.147 -0.662 2.483
C6 1.418 -0.066 2.742
C7 2.649 -0.761 2.506
C8 3.883 -0.122 2.572
C9 3.909 1.226 2.941
F2 5.107 1.891 2.917
C10 2.763 1.933 3.294
C11 1.546 1.270 3.255
C12 -1.225 1.413 2.097
C13 -2.412 2.105 2.320
H1 -4.376 -0.495 3.415
H2 -2.225 -1.711 3.033
H3 0.079 -1.743 2.439
H4 2.619 -1.820 2.236
H5 4.805 -0.650 2.347
H6 2.835 2.981 3.594
H7 0.652 1.789 3.600
H8 -0.369 1.917 1.644
H9 -2.497 3.169 2.107
N1 -3.812 -3.831 2.448
N2 -2.733 -4.099 2.736
N3 -1.567 -4.177 3.167
C14 -0.833 -5.361 2.729
C15 0.146 -5.712 3.841
C16 0.669 -7.001 3.938
C17 1.546 -7.320 4.981
C18 1.925 -6.337 5.899
C19 1.469 -5.018 5.747
C20 0.569 -4.713 4.719
C21 -1.801 -6.499 2.427
C22 -2.833 -6.748 3.336
C23 -3.737 -7.788 3.081
C24 -3.593 -8.584 1.937
C25 -2.502 -8.399 1.091
C26 -1.591 -7.367 1.351
C27 -0.020 -4.966 1.497
C28 1.144 -3.983 1.727
C29 1.261 -3.226 0.384
C30 -0.005 -3.574 -0.416
N4 -0.819 -4.289 0.537
H10 0.403 -7.750 3.190
H11 1.924 -8.341 5.058
H12 2.602 -6.588 6.718
H13 1.798 -4.218 6.415
H14 0.211 -3.686 4.584
H15 -2.904 -6.190 4.280
H16 -4.551 -7.969 3.784
H17 -4.336 -9.341 1.697
H18 -2.335 -9.039 0.223
H19 -0.704 -7.257 0.723
H20 0.460 -5.884 1.098
H21 0.886 -3.327 2.563
H22 2.042 -4.545 2.015
H23 1.370 -2.139 0.489
H24 2.154 -3.590 -0.131
H25 -0.566 -2.692 -0.752
H26 0.253 -4.169 -1.319
H27 -1.598 -4.795 0.132

Its total charge is +1. For the total energy, the calculation gives -1577.80287 a.u. The HOMO-LUMO gap comes out at 5.370 eV. The value obtained for the HOMO energy is -11.17 eV. The value obtained for the LUMO energy is -5.8 eV. Its energy above the lowest of the compared OMol25 structures with the same formula, charge and spin is 47.2 kJ/mol.

Atomic partial charges in e from the Mulliken method, atoms 1 to 2: F -0.2792; C 0.3589



DFT (ωB97M-V/def2-TZVPD) results for C30H27FeN9O4 as an isolated structure at a distorted geometry.

Cartesian coordinates (Å):
Fe1 13.566 10.424 10.319
C1 19.235 10.229 9.646
N1 17.783 10.065 9.751
C2 16.897 10.637 10.554
N2 15.696 10.206 10.197
C3 15.911 9.413 9.119
N3 17.163 9.327 8.817
C4 19.662 10.941 8.376
C5 20.714 10.455 7.647
C6 21.057 11.023 6.440
C7 20.398 12.111 5.965
C8 19.263 12.616 6.654
C9 18.911 12.020 7.849
C10 18.527 13.706 6.049
N4 18.782 14.367 4.964
N5 17.820 15.360 4.875
C11 17.043 15.259 5.915
O1 17.457 14.195 6.703
C12 15.913 16.035 6.386
C13 15.385 17.037 5.597
C14 14.270 17.715 6.030
C15 13.634 17.403 7.210
C16 14.176 16.404 8.023
C17 13.587 16.069 9.410
N6 13.130 14.682 9.548
C18 13.816 13.654 10.070
N7 13.218 12.504 9.713
C19 12.146 12.913 8.949
N8 12.064 14.215 8.852
C20 15.323 15.735 7.579
H1 19.664 9.203 9.654
H2 19.607 10.792 10.504
H3 17.116 11.340 11.353
H4 15.084 8.964 8.608
H5 21.275 9.598 8.030
H6 21.790 10.528 5.844
H7 20.669 12.540 5.003
H8 17.963 12.320 8.323
H9 15.847 17.266 4.660
H10 13.967 18.518 5.406
H11 12.764 17.935 7.522
H12 12.754 16.732 9.634
H13 14.346 16.220 10.210
H14 14.708 13.726 10.692
H15 11.407 12.248 8.539
H16 15.706 14.943 8.189
N9 10.076 10.766 12.844
C21 11.293 10.576 12.377
O2 11.560 10.874 11.196
C22 12.386 10.026 13.248
C23 13.577 9.563 12.309
H17 9.338 11.006 12.217
H18 9.777 10.515 13.766
H19 11.974 9.160 13.791
H20 12.669 10.735 14.030
H21 13.402 8.545 12.015
H22 14.568 9.523 12.775
O3 12.703 7.494 9.505
C24 12.131 8.452 9.033
O4 12.720 9.618 8.836
C25 10.696 8.299 8.506
C26 9.780 7.359 9.081
C27 8.520 7.178 8.531
C28 8.174 7.943 7.403
C29 9.040 8.829 6.826
C30 10.292 9.027 7.392
H23 10.075 6.859 9.998
H24 7.791 6.464 8.936
H25 7.188 7.773 7.022
H26 8.727 9.461 6.004
H27 11.029 9.660 6.893

Its total charge is +1. For the total energy, the calculation gives -3216.70768 a.u. The HOMO-LUMO gap (spin up / spin down) comes out at 8.611 / 7.021 eV. The value obtained for the HOMO energy (spin up / spin down) is -10.94 / -10.94 eV. The value obtained for the LUMO energy (spin up / spin down) is -2.3 / -3.9 eV. As for the multiplicity: 6. Its energy above the lowest of the compared OMol25 structures with the same formula, charge and spin is 0.0 kJ/mol.

Atomic partial charges in e from the Mulliken method, atoms 1 to 2: Fe 0.7008; C -0.9418



DFT (ωB97M-V/def2-TZVPD) results for C30H27N4O2S2W as an isolated structure at a distorted geometry.

Cartesian coordinates (Å):
W1 -0.305 -0.530 -0.638
S1 0.894 0.244 -4.725
C1 -0.122 1.570 -4.216
C2 -0.385 2.725 -4.931
C3 -1.196 3.690 -4.350
C4 -1.746 3.518 -3.072
C5 -1.489 2.374 -2.357
C6 -0.670 1.402 -2.941
N1 -0.294 0.215 -2.319
C7 0.492 -0.731 -3.238
C8 1.832 -1.994 -1.693
C9 2.614 -3.091 -1.959
C10 2.777 -4.042 -0.958
C11 2.142 -3.923 0.291
C12 1.318 -2.856 0.540
C13 1.132 -1.858 -0.459
H1 0.035 2.878 -5.916
H2 -1.403 4.600 -4.899
H3 -2.371 4.291 -2.646
H4 -1.901 2.236 -1.364
H5 3.118 -3.173 -2.913
H6 3.415 -4.898 -1.144
H7 2.305 -4.677 1.049
H8 0.816 -2.772 1.496
C14 -6.254 0.098 0.615
O1 -4.983 -0.236 0.015
C15 -4.807 0.096 -1.300
C16 -5.683 0.852 -2.049
C17 -5.383 1.128 -3.384
C18 -4.219 0.653 -3.964
C19 -3.337 -0.111 -3.221
C20 -3.631 -0.403 -1.890
N2 -2.841 -1.218 -1.051
C21 -1.674 -1.924 -1.300
C22 -1.322 -2.531 -2.639
C23 -2.003 -3.692 -2.989
C24 -1.728 -4.349 -4.175
C25 -0.745 -3.853 -5.022
C26 -0.068 -2.692 -4.690
C27 -0.341 -2.007 -3.506
O2 1.745 -0.992 -2.625
H9 -6.389 1.179 0.654
H10 -6.229 -0.309 1.620
H11 -7.068 -0.364 0.060
H12 -6.597 1.230 -1.614
H13 -6.073 1.720 -3.970
H14 -4.004 0.866 -5.002
H15 -2.448 -0.505 -3.686
H16 -3.294 -1.401 -0.162
H17 -1.615 -2.731 -0.560
H18 -2.758 -4.087 -2.317
H19 -2.274 -5.246 -4.435
H20 -0.512 -4.364 -5.947
H21 0.678 -2.307 -5.373
S2 -0.522 0.685 1.364
C28 -1.809 0.109 2.421
N3 -3.070 -0.139 2.103
C29 -3.889 -0.347 3.323
C30 -2.822 -0.392 4.442
N4 -1.592 -0.031 3.704
H22 -3.479 0.157 1.226
H23 -4.447 -1.276 3.252
H24 -4.582 0.483 3.445
H25 -2.713 -1.383 4.875
H26 -3.009 0.326 5.235
H27 -0.690 0.102 4.140

Its total charge is +3. For the total energy, the calculation gives -2391.33592 a.u. The HOMO-LUMO gap (spin up / spin down) comes out at 5.309 / 5.328 eV. The value obtained for the HOMO energy (spin up / spin down) is -16.32 / -16.32 eV. The value obtained for the LUMO energy (spin up / spin down) is -11.0 / -11.0 eV.

Atomic partial charges in e from the Mulliken method, atoms 1 to 2: W 0.9497; S -0.2937



DFT (ωB97M-V/def2-TZVPD) results for C30H27N5O4Pt as an isolated structure at a distorted geometry.

Cartesian coordinates (Å):
Pt1 -0.260 -0.266 0.181
C1 1.433 2.912 2.896
O1 0.050 2.613 3.229
C2 -0.325 1.631 2.457
N1 0.528 1.159 1.621
C3 1.777 1.953 1.720
C4 2.203 2.756 0.483
C5 3.179 3.733 0.679
C6 3.572 4.564 -0.356
C7 2.991 4.444 -1.607
C8 2.046 3.455 -1.830
C9 1.670 2.614 -0.794
C10 -1.665 1.041 2.539
C11 -2.573 1.192 3.574
C12 -3.752 0.456 3.520
C13 -3.989 -0.398 2.451
C14 -3.039 -0.456 1.443
N2 -1.920 0.253 1.499
C15 -3.103 -1.275 0.229
N3 -2.027 -1.594 -0.390
C16 -2.401 -2.338 -1.605
C17 -3.954 -2.344 -1.521
O2 -4.249 -1.670 -0.266
C18 -1.916 -1.730 -2.910
C19 -1.504 -0.406 -3.016
C20 -1.119 0.117 -4.243
C21 -1.156 -0.679 -5.377
C22 -1.578 -1.998 -5.282
C23 -1.950 -2.522 -4.054
H1 2.029 2.745 3.790
H2 1.497 3.958 2.609
H3 2.582 1.266 1.992
H4 3.641 3.842 1.654
H5 4.327 5.319 -0.182
H6 3.273 5.109 -2.411
H7 1.597 3.353 -2.809
H8 0.950 1.835 -1.000
H9 -2.358 1.862 4.395
H10 -4.479 0.540 4.316
H11 -4.880 -1.007 2.390
H12 -1.999 -3.349 -1.504
H13 -4.388 -3.339 -1.481
H14 -4.409 -1.775 -2.330
H15 -1.514 0.244 -2.148
H16 -0.816 1.153 -4.319
H17 -0.872 -0.269 -6.337
H18 -1.621 -2.618 -6.167
H19 -2.277 -3.554 -3.985
O3 3.024 -7.543 2.353
C24 1.735 -7.373 1.854
N4 1.694 -6.323 0.831
C25 1.037 -5.163 0.996
O4 0.343 -4.879 1.958
C26 1.164 -4.152 -0.123
C27 1.385 -4.433 -1.466
C28 1.391 -3.389 -2.380
C29 1.159 -2.100 -1.940
N5 0.909 -1.836 -0.653
C30 0.924 -2.836 0.236
H20 3.230 -6.878 3.017
H21 1.005 -7.099 2.614
H22 1.455 -8.316 1.390
H23 2.329 -6.448 0.059
H24 1.521 -5.450 -1.810
H25 1.554 -3.573 -3.432
H26 1.171 -1.265 -2.625
H27 0.718 -2.615 1.274

Its total charge is +2. For the total energy, the calculation gives -1852.96351 a.u. The HOMO-LUMO gap comes out at 6.951 eV. The value obtained for the HOMO energy is -14.06 eV. The value obtained for the LUMO energy is -7.1 eV. Its energy above the lowest of the compared OMol25 structures with the same formula, charge and spin is 80.0 kJ/mol.

Atomic partial charges in e from the Mulliken method, atoms 1 to 2: Pt 1.8299; C -0.6145



DFT (ωB97M-V/def2-TZVPD) results for C30H27N5OsPS5 as an isolated structure at a distorted geometry.

Cartesian coordinates (Å):
Os1 0.483 1.092 -0.771
N1 -2.361 2.999 -1.114
C1 -1.202 3.463 -1.561
N2 -0.006 2.832 -1.488
C2 1.023 3.643 -2.049
C3 0.604 4.811 -2.529
S1 -1.107 4.992 -2.307
C4 2.354 3.070 -1.976
C5 3.533 3.478 -2.457
S2 4.758 2.320 -2.064
C6 3.600 1.340 -1.271
N3 2.376 1.861 -1.284
N4 3.927 0.180 -0.681
H1 -2.446 2.069 -0.743
H2 -3.202 3.546 -1.219
H3 1.183 5.593 -2.993
H4 3.765 4.368 -3.021
H5 4.863 -0.183 -0.750
H6 3.217 -0.434 -0.326
S3 -1.594 0.040 -0.545
P1 -0.948 -1.406 -1.879
S4 0.928 -0.594 -2.273
C7 -1.916 -1.539 -3.347
C8 -1.535 -0.903 -4.533
C9 -2.283 -1.106 -5.680
C10 -3.402 -1.927 -5.642
C11 -3.790 -2.546 -4.460
C12 -3.047 -2.366 -3.308
C13 -0.848 -2.971 -1.058
C14 -1.668 -3.259 0.034
C15 -1.669 -4.544 0.557
C16 -0.857 -5.522 0.000
C17 -0.033 -5.230 -1.082
C18 -0.029 -3.956 -1.622
H7 -0.661 -0.265 -4.566
H8 -1.990 -0.628 -6.605
H9 -3.975 -2.093 -6.545
H10 -4.666 -3.181 -4.440
H11 -3.339 -2.867 -2.393
H12 -2.302 -2.497 0.469
H13 -2.310 -4.782 1.396
H14 -0.867 -6.524 0.409
H15 0.595 -5.999 -1.511
H16 0.599 -3.735 -2.478
N5 0.502 1.770 0.984
S5 -0.380 1.158 2.295
C19 0.355 -0.425 2.681
C20 1.103 -1.143 1.766
C21 1.579 -2.397 2.121
C22 1.295 -2.914 3.377
C23 0.525 -2.188 4.278
C24 0.042 -0.936 3.935
C25 0.104 2.193 3.616
C26 -0.891 3.004 4.155
C27 -0.562 3.828 5.223
C28 0.732 3.828 5.720
C29 1.718 3.009 5.166
C30 1.412 2.175 4.109
H17 1.138 2.515 1.278
H18 1.337 -0.742 0.784
H19 2.173 -2.970 1.421
H20 1.675 -3.888 3.657
H21 0.300 -2.595 5.254
H22 -0.556 -0.369 4.640
H23 -1.900 2.989 3.759
H24 -1.319 4.459 5.668
H25 0.982 4.468 6.556
H26 2.719 3.013 5.574
H27 2.164 1.519 3.687

Its total charge is +3. For the total energy, the calculation gives -3855.32798 a.u. The HOMO-LUMO gap (spin up / spin down) comes out at 5.831 / 5.832 eV. The value obtained for the HOMO energy (spin up / spin down) is -16.16 / -16.16 eV. The value obtained for the LUMO energy (spin up / spin down) is -10.3 / -10.3 eV. Its energy above the lowest of the compared OMol25 structures with the same formula, charge and spin is 65.2 kJ/mol.

Atomic partial charges in e from the Mulliken method, atoms 1 to 2: Os 1.0314; N -0.1430



DFT (ωB97M-V/def2-TZVPD) results for C30H27N6O4S4Ti as an isolated structure.

Cartesian coordinates (Å):
Ti1 -0.167 1.103 -1.054
O1 2.999 -2.041 -0.576
C1 2.628 -2.904 -1.541
C2 3.400 -4.053 -1.709
C3 3.076 -4.983 -2.677
C4 1.969 -4.783 -3.500
C5 1.204 -3.645 -3.336
C6 1.513 -2.690 -2.366
C7 0.672 -1.487 -2.207
O2 0.928 -0.668 -1.212
N1 -0.318 -1.258 -3.012
N2 -0.900 -0.068 -2.649
C8 -1.990 0.280 -3.328
C9 -2.531 1.545 -3.046
C10 -3.639 2.109 -3.722
C11 -4.006 3.398 -3.458
C12 -3.270 4.147 -2.520
C13 -2.227 3.528 -1.869
N3 -1.871 2.256 -2.076
H1 2.337 -1.312 -0.578
H2 4.253 -4.189 -1.057
H3 3.686 -5.870 -2.791
H4 1.710 -5.510 -4.258
H5 0.340 -3.459 -3.960
H6 -2.411 -0.387 -4.070
H7 -4.165 1.510 -4.454
H8 -4.847 3.842 -3.977
H9 -3.506 5.179 -2.305
H10 -1.639 4.057 -1.129
C14 0.283 2.926 2.635
C15 -0.754 2.575 1.611
O3 -0.543 2.668 0.384
N4 -1.936 2.187 2.083
C16 -2.990 1.761 1.181
C17 -2.872 0.299 0.854
C18 -3.886 -0.569 1.226
C19 -3.742 -1.928 1.015
C20 -2.556 -2.376 0.460
C21 -1.592 -1.447 0.120
N5 -1.740 -0.121 0.270
H11 1.170 3.311 2.142
H12 0.532 2.029 3.205
H13 -0.113 3.655 3.340
H14 -1.923 1.750 3.014
H15 -2.937 2.367 0.278
H16 -3.948 1.942 1.667
H17 -4.768 -0.176 1.711
H18 -4.521 -2.619 1.308
H19 -2.357 -3.427 0.304
H20 -0.652 -1.769 -0.298
S1 1.447 2.568 -2.369
C22 2.369 2.196 -0.976
N6 1.850 1.441 -0.044
C23 2.720 1.187 0.998
C24 2.442 0.400 2.111
C25 3.414 0.249 3.081
C26 4.658 0.870 2.942
C27 4.949 1.649 1.834
C28 3.971 1.802 0.861
S2 4.011 2.702 -0.635
H21 1.467 -0.070 2.199
H22 3.196 -0.350 3.955
H23 5.408 0.739 3.711
H24 5.916 2.124 1.730
C29 0.510 -2.406 2.503
O4 -0.420 -1.392 2.878
C30 -0.459 -0.982 4.182
S3 0.656 -1.546 5.287
S4 -1.708 0.123 4.493
H25 0.360 -2.559 1.434
H26 0.318 -3.325 3.058
H27 1.540 -2.103 2.693

Its total charge is -1. For the total energy, the calculation gives -4231.40494 a.u. The HOMO-LUMO gap (spin up / spin down) comes out at 5.755 / 6.527 eV. The value obtained for the HOMO energy (spin up / spin down) is -3.41 / -4.57 eV. The value obtained for the LUMO energy (spin up / spin down) is 2.3 / 2.0 eV. As for the multiplicity: 3. Its energy above the lowest of the compared OMol25 structures with the same formula, charge and spin is 0.0 kJ/mol.

Atomic partial charges in e from the Mulliken method, atoms 1 to 2: Ti 0.1747; O -0.7361



| no. | molar mass (Da) |
| --- | --- |
| 1 | 709.00 |
| 2 | 481.57 |
| 3 | 633.45 |
| 4 | 723.55 |
| 5 | 716.66 |
| 6 | 839.12 |
| 7 | 711.72 |